Entry 1:
Entry from OMol25: a molecular structure, C44H42IN5O2P2SY at a distorted geometry (wB97M-V/def2-TZVPD).

Computed properties:
Net charge: +3
Gap between HOMO and LUMO: 6.19 eV

Atoms and positions in Å:
Y 0.78564 -0.59388 -0.02621
I 3.83005 -0.21540 0.22909
C 4.65278 1.70391 -0.22156
C 6.00560 1.55614 -0.28581
C 6.81844 2.67939 -0.51806
C 6.22304 3.89192 -0.64897
C 4.81497 4.04434 -0.57384
C 4.29984 5.35536 -0.69572
C 2.96648 5.59776 -0.61853
C 2.09959 4.51055 -0.44850
C 2.52795 3.20349 -0.34399
P 1.08090 2.07071 -0.26151
C 0.13853 2.45708 -1.75146
C 0.52201 1.74500 -2.88908
C -0.05604 2.01963 -4.12005
C -1.03946 2.99544 -4.20823
C -1.45748 3.67686 -3.06881
C -0.86908 3.41489 -1.84043
C 0.14494 2.61466 1.18979
C 0.81252 3.10003 2.31391
C 0.09262 3.42642 3.45405
C -1.29045 3.26780 3.47815
C -1.95529 2.76755 2.36627
C -1.24126 2.42770 1.22468
C 3.93558 2.92503 -0.37255
H 6.46813 0.58652 -0.15463
H 7.89289 2.56141 -0.57376
H 6.82262 4.78135 -0.81149
H 5.00256 6.16639 -0.84622
H 2.57165 6.60288 -0.70026
H 1.03882 4.72207 -0.40223
H 1.31339 1.00087 -2.83114
H 0.26373 1.48535 -5.00662
H -1.48672 3.22359 -5.16783
H -2.24655 4.41698 -3.13719
H -1.19763 3.95860 -0.96253
H 1.88653 3.24926 2.29512
H 0.60817 3.82664 4.31931
H -1.85147 3.54445 4.36272
H -3.03293 2.64808 2.38202
H -1.76600 2.03523 0.35875
C -7.34728 1.00407 -4.72054
C -6.16710 0.81507 -3.79684
C -6.30048 0.17426 -2.57069
C -5.21667 0.00715 -1.71529
C -3.98521 0.48946 -2.09949
C -3.81386 1.11950 -3.31391
C -4.90497 1.28594 -4.15195
S -2.09826 -1.06901 -1.18855
O -3.08817 -2.10579 -0.96397
O -2.84096 0.38139 -1.24871
N -1.25226 -0.78332 0.21465
C -1.81300 -0.67872 1.51994
C -3.14912 -0.64925 1.81280
C -3.60802 -0.53237 3.14419
C -2.73118 -0.43856 4.18008
C -1.34075 -0.45550 3.91440
C -0.37623 -0.34151 4.93561
C 0.96113 -0.34500 4.63324
C 1.34124 -0.47313 3.30105
N 0.47367 -0.59600 2.30269
C -0.88348 -0.58063 2.58820
H -8.26185 0.60007 -4.28994
H -7.17484 0.50854 -5.67723
H -7.50866 2.06182 -4.93212
H -7.27153 -0.20777 -2.27297
H -5.35106 -0.48869 -0.76293
H -2.83040 1.49149 -3.58652
H -4.77342 1.78969 -5.10363
H -3.86707 -0.72241 1.01023
H -4.67395 -0.52170 3.33233
H -3.07540 -0.35433 5.20433
H -0.71027 -0.24393 5.96341
H 1.71820 -0.23932 5.39914
H 2.39205 -0.46918 3.03400
C 0.78079 -6.54519 1.00357
N 1.73887 -5.69452 1.87298
C 3.18191 -5.95481 1.38148
N 3.28598 -5.67403 -0.00814
C 2.35232 -6.50001 -0.78250
N 0.96912 -6.24308 -0.37153
C 0.48884 -4.92256 -0.76433
P 1.49780 -3.58403 0.05609
C 1.38968 -4.23492 1.79668
C 3.19358 -4.25366 -0.33731
H -0.23259 -6.33070 1.33414
H 1.02542 -7.58297 1.21483
H 1.66249 -6.00609 2.84345
H 3.38419 -7.00317 1.58588
H 3.84242 -5.32749 1.97563
H 2.58517 -7.55059 -0.62057
H 2.46463 -6.28264 -1.84137
H -0.56158 -4.80135 -0.49984
H 0.56605 -4.81188 -1.84480
H 0.37644 -4.09952 2.17220
H 2.06514 -3.67747 2.44319
H 3.95070 -3.68973 0.20846
H 3.39217 -4.11395 -1.39987

---

Entry 2:
Entry from OMol25: a single C2H4N2O2 molecule at a distorted geometry (wB97M-V/def2-TZVPD).

Computed properties:
Relative energy (zero: lowest compared OMol25 entry of this formula, charge and spin): 512.11 kJ/mol
SMILES string: C/C=N/[N+](=O)[O-]
Gap between HOMO and LUMO: 10.86 eV

Atoms and positions in Å:
C -0.98584 -0.13626 -0.00817
C 0.43639 0.26905 -0.14346
N -1.92690 0.59355 -0.39224
N -3.40026 -0.01132 0.00039
O -4.20116 0.83470 0.16157
O -3.45608 -1.19359 0.03714
H -1.16433 -1.11231 0.46359
H 0.52413 1.33700 -0.30624
H 0.87770 -0.25837 -0.99010
H 0.98450 -0.02566 0.75038

---

Entry 3:
Entry from OMol25: 2 unconnected molecules or ions with the total composition C4H12N2O3 at a distorted geometry (wB97M-V/def2-TZVPD).

Computed properties:
Relative energy (zero: lowest compared OMol25 entry of this formula, charge and spin): 341.46 kJ/mol
SMILES string: CN(O)C(C)(O)O.C=N
Gap between HOMO and LUMO: 9.34 eV

Atoms and positions in Å:
C 1.06435 -0.40341 2.07393
C 0.21739 -1.74131 -0.78700
N 0.51684 -0.44425 -0.21388
N 0.38700 0.60691 2.47712
O 1.69754 0.04856 -0.85789
H 1.73594 0.97451 -0.55599
H 0.16244 1.46779 1.30880
H -0.51071 0.36704 2.89277
H 0.80121 -1.43981 2.28563
H 2.05153 -0.22599 1.66841
H 0.14173 -1.70185 -1.87815
H -0.72247 -2.07988 -0.35738
H 1.02042 -2.42472 -0.51063
C -0.93670 0.90204 -1.80178
C -0.54130 0.60815 -0.35250
O -1.62955 0.05223 0.37408
O -0.05716 1.74379 0.24187
H -2.30462 0.73814 0.42576
H -0.04441 1.06149 -2.40388
H -1.51578 0.07827 -2.21474
H -1.53368 1.81232 -1.81457

---

Entry 4:
Entry from OMol25: a molecular structure, C28H23AuF5O2S2Se (wB97M-V/def2-TZVPD).

Computed properties:
Net charge: +1
Relative energy (zero: lowest compared OMol25 entry of this formula, charge and spin): 64.35 kJ/mol
Gap between HOMO and LUMO: 6.54 eV

Atoms and positions in Å:
Au 0.75904 -0.85813 1.18616
O -0.36296 0.98673 0.05210
S -1.70319 1.47830 -0.46540
C -1.34591 2.74843 -1.72229
C -0.17996 2.39932 -2.63824
C 1.18571 2.46500 -1.92565
C 1.89873 1.12910 -2.05884
S 3.23528 0.74839 -0.87772
O 2.66146 -0.37498 -0.01308
C 3.28929 2.21017 0.13068
C 4.13819 3.22355 -0.29409
C 4.26471 4.36798 0.47871
C 3.55377 4.48527 1.66455
C 2.71058 3.46312 2.08086
C 2.57971 2.31565 1.31518
C -2.30544 0.23635 -1.59580
C -3.59686 0.37463 -2.09121
C -4.10179 -0.59775 -2.93866
C -3.31792 -1.69034 -3.28962
C -2.03582 -1.82306 -2.78053
C -1.52885 -0.86134 -1.91920
H -1.16684 3.67091 -1.16645
H -2.28261 2.85142 -2.27198
H -0.19469 3.08491 -3.48590
H -0.35619 1.40109 -3.04570
H 1.02729 2.66834 -0.87054
H 1.79191 3.27862 -2.32435
H 2.31976 0.97489 -3.05301
H 1.20421 0.31787 -1.84482
H 4.69913 3.11860 -1.21577
H 4.93080 5.15924 0.16279
H 3.66632 5.37183 2.27402
H 2.16017 3.55582 3.00767
H 1.93032 1.51486 1.64266
H -4.20448 1.23002 -1.81835
H -5.10867 -0.50479 -3.32258
H -3.71401 -2.44553 -3.95568
H -1.42628 -2.67536 -3.04839
H -0.53502 -0.96617 -1.50349
F -1.74166 -1.12357 3.16168
C -0.60311 -0.92720 3.82704
C 0.61292 -0.85230 3.16424
C 1.76874 -0.65241 3.90130
F 2.95383 -0.57338 3.29393
C 1.71859 -0.52390 5.27908
F 2.83133 -0.33578 5.97671
C 0.49521 -0.58293 5.92652
F 0.43761 -0.44023 7.24017
C -0.66979 -0.78256 5.20177
F -1.83892 -0.82363 5.82792
Se 0.16826 -3.16082 1.59190
C -0.92843 -3.64790 0.13597
C -0.36697 -4.40872 -0.88966
C -1.19292 -4.96622 -1.85611
C -2.56493 -4.76728 -1.79336
C -3.12197 -3.99724 -0.77856
C -2.30599 -3.42127 0.17859
H 0.70211 -4.57448 -0.91268
H -0.76389 -5.56361 -2.64969
H -3.20673 -5.21691 -2.54027
H -4.19431 -3.86454 -0.72274
H -2.72790 -2.82608 0.97827